No. 1
Entry from the OMol25 dataset: a single C3H6O3S molecule (the ωB97M-V functional and the def2-TZVPD basis).

XYZ file:
```
13
Properties=species:S:1:pos:R:3:forces:R:3:lowdin_charge:R:1
O -0.587 1.500 1.142 0.5585 -0.2664 -0.4774 -0.320
S 0.006 0.867 -0.020 -0.4221 -0.5019 2.2351 0.625
C -0.429 -0.901 0.137 -0.4105 -0.0552 -1.5405 -0.190
H -0.256 -1.329 1.081 -0.2272 0.2289 1.8612 0.092
H 2.217 0.170 0.787 -0.4683 -0.0296 0.1519 0.078
H 2.008 0.496 -0.937 0.6663 0.7564 0.3469 0.080
C 1.804 0.886 0.074 -1.5988 -3.7341 -1.3318 -0.117
C -1.885 -1.127 -0.321 0.0892 0.0626 3.8154 -0.225
O -2.596 -1.926 0.273 0.9615 0.8339 -1.8517 0.061
O -0.394 1.338 -1.310 0.1531 -0.1311 -0.6544 -0.311
H 0.210 -1.550 -0.412 0.8285 -0.1090 -1.3919 0.095
H 2.104 1.816 0.344 0.9654 2.9885 0.2145 0.028
H -2.203 -0.240 -0.838 -1.0956 -0.0430 -1.3774 0.104
```
Forces are in eV/Å.

Calculated values
SMILES string: CS(=O)(=O)CC=O
Spin multiplicity: 1
Energy: -741.74882 hartree
HOMO level: -0.3805 hartree
ΔE to the lowest compared entry with this formula, charge and spin: 88.0 kJ/mol



No. 2
Entry from the OMol25 dataset: a molecular structure, C9H12N2S (the ωB97M-V functional and the def2-TZVPD basis).

XYZ file:
```
24
Properties=species:S:1:pos:R:3:forces:R:3:lowdin_charge:R:1
C 0.132 2.178 0.084 14.1891 3.3783 5.4619 -0.276
C -0.515 -2.607 1.343 4.8279 5.7207 -0.2979 -0.885
H -1.711 1.825 0.461 -2.2865 -1.0892 1.9864 0.098
H -0.578 2.265 -2.363 -1.7441 -0.5707 2.0042 0.161
C 0.692 0.849 0.170 3.4006 3.0375 -3.3320 -0.490
H 1.913 -2.773 -0.126 0.9164 -1.8543 -0.9508 0.068
H -1.142 0.916 -1.546 0.6267 -7.8267 -0.7784 0.000
H -0.736 0.097 1.267 1.0535 -0.6769 0.0247 0.153
C 0.400 -1.570 0.691 2.8433 3.0479 -3.2345 -0.139
C 0.247 -0.177 0.738 -10.2820 -7.6456 7.0645 -0.050
C -1.370 1.830 -1.549 1.2641 6.5960 -3.8955 -0.076
H -2.305 2.195 -1.824 -1.8446 -0.4159 -1.0552 0.070
N 1.756 0.626 -0.463 6.6628 -3.2508 -6.3364 0.149
S -0.623 -3.982 0.546 -2.0773 -6.2079 0.0373 0.967
N -0.592 -2.419 2.568 -3.1880 -0.8191 2.6334 0.107
H 3.179 -1.064 -1.380 -1.7676 1.4962 0.7490 0.128
H -0.342 -3.639 -0.626 0.5247 1.1208 -2.6220 -0.142
H 0.574 2.639 1.263 -1.8737 -0.8854 -2.9651 0.211
C 2.199 -0.782 -0.840 -0.0566 3.1276 2.5148 -0.023
H -1.262 -3.160 2.892 0.8807 0.5070 0.6378 0.067
C -1.122 2.296 -0.221 -6.5149 6.9515 -2.0279 -0.381
H -1.339 3.463 -0.275 -0.1706 -2.1669 0.7668 0.179
C 1.560 -1.801 -0.214 -2.7306 0.0244 2.1958 -0.084
H 0.985 2.792 -0.595 -2.6533 -1.5986 1.4190 0.186
```
Forces are in eV/Å.

Calculated values
Spin multiplicity: 1
Energy: -857.55034 hartree
HOMO level: -0.3275 hartree
ΔE to the lowest compared entry with this formula, charge and spin: 758.2 kJ/mol



No. 3
Entry from the OMol25 dataset: a molecular structure, C16H27AlN11 (the ωB97M-V functional and the def2-TZVPD basis).

XYZ file:
```
55
Properties=species:S:1:pos:R:3:forces:R:3:lowdin_charge:R:1
H 3.835 -0.389 -2.671 0.0002 0.0002 -0.0004 0.101
C -0.576 -3.108 -0.682 0.0043 0.0229 -0.0087 -0.005
C 0.141 -2.053 -1.473 -0.0626 -0.1280 0.0309 -0.230
H -1.202 -2.714 -4.261 0.0037 -0.0026 0.0057 0.100
N -2.089 1.304 -3.130 -0.0318 -0.0734 -0.0196 0.002
N 0.757 -1.536 4.047 0.0132 0.0442 -0.0198 -0.049
C 1.974 -1.099 4.703 0.0211 0.0042 0.0359 -0.192
N 0.743 0.502 1.356 -0.1444 -0.0672 0.0357 0.008
H 2.853 -1.046 0.398 -0.0041 -0.0019 0.0048 0.069
H -0.080 -4.073 -0.805 -0.0079 -0.0051 -0.0046 0.100
H 1.627 -2.215 0.879 0.0031 0.0040 0.0058 0.065
H 2.818 -1.199 4.022 -0.0075 0.0065 -0.0176 0.130
H 0.662 -1.078 3.147 -0.0164 -0.0039 0.0035 0.069
H -2.262 -2.292 -2.921 -0.0015 0.0064 -0.0020 0.083
C 0.753 -0.619 -3.179 0.0571 0.0097 -0.1143 -0.236
H 1.742 1.042 4.376 0.1045 -0.0486 -0.0648 0.100
N -0.098 0.846 0.341 0.0159 0.1735 0.0065 0.044
Al -0.144 0.083 -1.383 0.1765 -0.1148 0.1131 0.442
N -3.018 2.829 -1.891 -0.0200 -0.0017 -0.0190 0.078
H 1.077 -0.562 -5.288 0.0135 -0.0034 0.0085 0.101
H 3.380 0.506 -1.224 0.0018 -0.0028 0.0003 0.082
C 1.766 -0.568 -2.159 0.0512 0.0536 -0.0407 -0.227
H 0.833 -0.108 6.919 0.0081 0.0037 0.0040 0.179
C 0.760 0.111 -4.489 0.0295 -0.0040 -0.0045 -0.003
C -0.413 -1.320 4.875 -0.0017 -0.0194 0.0154 -0.193
H 2.903 -2.692 -0.240 -0.0006 -0.0011 -0.0038 0.100
N -2.969 2.220 -3.102 0.0330 0.0324 -0.0092 -0.022
C 3.044 0.213 -2.219 -0.0073 0.0129 0.0067 -0.005
H 2.173 -1.763 5.553 0.0108 -0.0017 -0.0096 0.127
H 2.804 0.624 5.763 -0.0136 0.0178 0.0179 0.134
H 1.453 0.951 -4.473 -0.0130 0.0093 -0.0065 0.082
H -1.314 -1.579 4.321 0.0067 0.0030 -0.0131 0.131
N -1.805 2.511 0.125 0.0091 -0.0205 -0.0032 0.179
C 1.401 -1.483 -1.131 -0.0850 0.0714 -0.0111 -0.241
H -1.840 -1.072 -4.116 -0.0082 0.0035 -0.0092 0.069
C -0.247 -1.541 -2.757 -0.0872 -0.0428 -0.1248 -0.237
C 2.239 -1.872 0.046 0.0054 0.0151 0.0030 -0.025
H 2.940 1.118 -2.816 -0.0036 -0.0054 -0.0025 0.082
C -2.108 2.216 -1.184 0.0020 -0.0064 0.0392 -0.413
C -0.555 0.111 5.383 0.0114 0.0028 -0.0036 -0.101
H -0.667 0.822 4.566 -0.0029 0.0021 -0.0053 0.104
H 0.653 1.450 6.437 -0.0014 0.0028 -0.0044 0.182
H -0.585 -2.881 0.385 0.0085 -0.0065 0.0002 0.079
N 0.481 1.259 2.349 0.0544 0.0723 0.0424 -0.069
N 0.718 0.491 6.099 -0.0040 -0.0066 -0.0139 0.058
H -1.377 0.220 6.090 0.0010 0.0026 0.0041 0.134
N -1.494 1.250 -1.894 0.0022 0.1094 0.0834 0.028
H -0.229 0.489 -4.741 -0.0017 0.0051 0.0084 0.070
H -2.296 3.273 0.563 -0.0029 0.0051 -0.0020 0.163
N -0.504 2.134 2.073 -0.0177 -0.0423 0.0598 0.076
C -1.457 -1.922 -3.555 0.0078 -0.0461 0.0296 -0.007
C 1.919 0.345 5.193 -0.0842 0.0044 0.0282 -0.104
H -1.606 -3.224 -1.012 -0.0034 0.0042 0.0070 0.080
H -0.364 -2.004 5.731 -0.0103 -0.0017 -0.0036 0.127
C -0.840 1.864 0.828 -0.0113 -0.0472 -0.0583 -0.395
```
Forces are in eV/Å.

Calculated values
Spin multiplicity: 1
Energy: -1470.48595 hartree
HOMO level: -0.4191 hartree
Charge: +1
ΔE to the lowest compared entry with this formula, charge and spin: 2.5 kJ/mol



No. 4
Entry from the OMol25 dataset: 2 unconnected molecules or ions with the total composition C7H15N (the ωB97M-V functional and the def2-TZVPD basis).

XYZ file:
```
23
Properties=species:S:1:pos:R:3:forces:R:3:lowdin_charge:R:1
C -1.808 -2.001 -0.260 0.2033 -0.0993 -0.2626 -0.078
H -2.207 -1.601 -1.192 0.0028 0.0011 0.0801 0.082
H 0.316 0.437 -2.470 0.0171 -0.1148 -0.2221 0.073
C 1.498 0.208 -0.704 -0.5773 -0.9331 1.1311 -0.435
H -1.016 -2.711 -0.479 0.0694 -0.2035 -0.0620 0.057
H 2.597 0.352 1.147 0.0875 -0.0567 0.0110 0.073
H 3.068 1.518 -0.096 0.0703 0.1177 0.0583 0.079
H -2.351 1.487 1.865 0.0950 -0.0480 0.0524 0.080
H -0.637 0.985 2.148 -0.1841 -0.0699 0.2050 0.076
C 0.587 0.975 -1.569 -1.8750 0.0526 0.7131 -0.082
H 1.579 1.749 0.806 -0.1202 0.0681 -0.0515 0.067
C -1.382 1.289 1.403 0.7790 0.2703 -0.1942 -0.139
H 0.980 1.952 -1.840 -0.2023 0.2041 0.1080 0.073
N -1.550 0.320 0.348 -0.9262 -1.3089 0.5382 -0.079
C -1.299 -0.904 0.609 -0.5734 0.9325 0.0393 -0.258
C 2.223 0.996 0.354 0.2729 -0.1445 -0.2413 -0.069
C 1.400 -1.129 -0.622 0.8955 0.5454 -0.4478 0.000
H -1.024 2.219 0.961 -0.0836 0.1361 0.0570 0.068
H -0.442 1.007 -0.930 2.1933 0.4871 -1.6400 0.097
H -0.811 -1.205 1.545 -0.0083 0.0910 0.0524 0.121
H 0.900 -1.700 -1.387 -0.2486 -0.0360 -0.0729 0.055
H -2.599 -2.551 0.264 0.0855 0.1461 -0.0242 0.080
H 1.976 -1.693 0.097 0.0274 -0.0375 0.1727 0.060
```
Forces are in eV/Å.

Calculated values
SMILES string: C/C=N/C.C=C(C)C
Spin multiplicity: 1
Energy: -330.40233 hartree
HOMO level: -0.3239 hartree
ΔE to the lowest compared entry with this formula, charge and spin: 172.2 kJ/mol



No. 5
Entry from the OMol25 dataset: 7 unconnected molecules or ions with the total composition C28H59F2N2O7S6 (the ωB97M-V functional and the def2-TZVPD basis).

XYZ file:
```
104
Properties=species:S:1:pos:R:3:forces:R:3:lowdin_charge:R:1
H -1.350 0.867 -4.565 -0.0133 0.0227 0.0141 0.025
H 3.217 -5.062 4.646 -0.0679 0.0265 0.0196 0.045
C -2.075 0.774 -5.372 0.0692 -0.0321 -0.0278 -0.257
H 0.093 4.282 -1.458 0.0150 -0.0055 -0.0185 0.018
S -3.658 1.372 -4.763 0.0431 0.0971 -0.0600 0.814
H -2.047 0.092 -2.245 0.0822 -0.1562 0.0288 0.080
C 1.909 -4.103 -0.500 -0.0731 -0.2635 -0.0527 -0.113
H 4.007 1.694 -0.766 0.0122 0.0629 -0.2720 0.093
O 1.558 -6.559 2.915 0.0042 0.0982 -0.1529 -0.573
C 2.420 -0.681 -0.726 -0.4429 0.1571 -0.1778 -0.142
H -1.213 -6.195 -2.507 -0.0157 -0.0158 0.0458 0.059
C -2.122 2.093 0.513 0.3094 -0.2832 -0.0746 -0.048
H 0.987 7.975 -1.512 0.0191 -0.0155 0.0228 0.049
H -2.301 1.785 -1.941 0.1281 0.1664 -0.1865 0.130
H -2.019 -4.606 -2.658 -0.0400 0.0143 0.0234 0.024
H -2.079 2.014 1.595 -0.0916 0.0163 0.1238 0.087
H 0.834 -2.782 -2.577 -0.1549 -0.0056 -0.0114 0.196
H 2.693 0.458 2.771 0.0135 0.0189 -0.0123 0.036
H -3.592 -2.234 0.518 -0.1404 0.0160 0.0545 0.133
H 0.850 6.474 3.784 -0.0011 -0.0104 -0.0179 0.052
H -1.434 -2.455 1.349 0.1933 0.1917 0.1412 0.091
H -0.404 5.466 -2.689 0.0113 -0.0078 -0.0117 0.060
N 1.084 -1.897 -2.144 0.0774 -0.0142 -0.0373 0.134
C -2.172 -5.676 -2.530 0.0858 -0.0108 -0.0547 -0.262
H -4.179 1.622 -7.078 -0.0006 0.0220 0.0149 0.058
H -2.794 -6.056 -3.340 -0.0162 0.0153 -0.0044 0.059
H -1.347 2.796 0.210 -0.0238 0.1790 -0.0312 0.068
H 3.338 3.289 -0.277 0.1748 0.2563 -0.2250 0.066
H 2.633 -5.718 6.206 -0.0054 0.0072 -0.0011 0.057
C 2.818 -5.939 5.156 0.1038 0.0464 -0.0144 -0.267
H 2.484 0.368 5.874 -0.0118 -0.0346 -0.0104 0.061
O 2.497 5.740 -0.628 0.0682 -0.1520 0.0639 -0.575
C 0.430 -4.876 4.616 -0.0897 0.1164 -0.0627 -0.273
C -3.249 -2.076 -1.564 -0.1123 0.6371 0.3506 -0.067
H -0.312 5.946 -0.964 0.0370 0.0077 0.0136 0.057
H 0.318 -4.687 5.683 0.0092 -0.0004 0.0036 0.058
H -4.497 -0.044 -6.494 0.0094 -0.0067 0.0361 0.062
H -3.921 0.159 -0.302 -0.2067 0.0044 0.1387 0.127
O 2.531 -2.318 4.994 -0.0810 -0.0863 0.0249 -0.551
S 1.281 -6.436 4.374 -0.0137 -0.0538 0.0751 0.807
H -1.760 1.384 -6.218 0.0037 0.0110 0.0049 0.059
C -4.576 1.018 -6.262 -0.0834 -0.0456 -0.0426 -0.262
C 1.860 1.770 -0.305 0.0929 0.2537 -0.5823 -0.288
O -0.319 1.240 -1.997 -0.1280 0.1563 0.2270 0.001
H 1.933 -1.114 2.414 -0.0012 -0.0440 0.0224 0.038
C 1.064 -4.809 -0.030 0.1092 -0.0891 -0.0932 0.165
H 3.589 2.042 0.899 0.1036 -0.1731 0.0649 0.088
C -3.054 -7.711 -1.043 -0.0022 -0.0872 -0.0172 -0.259
C 1.632 0.414 -0.945 0.2241 0.2848 0.2438 0.065
H -0.967 0.341 0.330 0.2466 -0.1729 -0.2632 0.116
C 0.129 5.331 -1.748 -0.0801 0.0381 0.0766 -0.255
H -3.099 2.469 0.218 -0.0806 0.1441 0.0003 0.091
C 3.470 0.105 5.492 -0.0288 0.0678 0.0522 -0.262
H -0.551 -4.963 4.153 -0.0138 -0.0728 -0.0015 0.047
C 0.512 0.234 -1.797 0.1087 -0.2492 -0.1660 -0.287
H 1.292 -0.104 3.732 0.0146 -0.0307 0.0474 0.067
H 2.492 8.013 -2.470 0.0223 -0.0291 -0.0091 0.057
H 3.516 -6.770 5.073 -0.0381 -0.0494 -0.0127 0.049
N 0.261 -0.905 -2.413 0.0856 -0.1091 0.0645 0.223
S 3.317 -1.250 4.325 0.1066 0.0619 -0.0780 0.819
C -1.717 0.923 -1.635 -0.1574 -0.1620 -0.1969 -0.094
H -2.035 -8.090 -1.126 0.0091 0.0423 0.0204 0.063
H 3.220 8.058 1.178 -0.0267 -0.0416 -0.0317 0.047
H 3.081 6.948 2.560 -0.0023 -0.0188 -0.0302 0.056
S 0.962 7.582 1.669 -0.1089 -0.2099 0.0222 0.769
H -0.703 7.205 3.310 -0.0051 0.0067 -0.0337 0.049
F 1.184 1.772 0.908 0.0217 -0.1064 0.1409 0.024
O -2.057 -5.557 0.111 0.1729 0.0353 -0.0052 -0.560
C 1.532 7.518 -2.341 -0.0187 0.1045 0.0979 -0.252
F 3.439 -0.669 0.097 0.4085 0.2410 0.3197 0.161
H -3.510 -8.073 -0.125 -0.0069 0.0303 0.0174 0.056
H 0.325 -5.473 0.361 -0.1221 0.0109 0.1540 0.037
H 0.957 7.585 -3.265 0.0166 -0.0174 -0.0135 0.059
C -3.030 -0.216 0.203 0.3275 -0.2961 -0.1232 -0.126
C -1.870 0.727 -0.140 -0.4471 0.3503 0.5160 -0.345
H 3.663 -2.972 -0.378 0.2816 -0.0535 -0.1509 0.130
C 2.132 -1.894 -1.343 -0.0773 -0.2114 -0.3268 -0.100
H -3.665 -3.077 -1.643 0.1440 -0.1764 0.0135 0.056
C 3.299 2.218 -0.135 -0.1687 -0.1135 0.7511 0.013
H -2.173 -0.271 -5.666 -0.0395 0.0004 0.0203 0.063
H -1.365 -3.260 -0.182 0.0096 -0.1498 0.0128 0.037
H 0.600 8.241 3.944 0.0002 0.0159 -0.0240 0.059
H -3.652 -8.024 -1.899 -0.0219 0.0105 0.0080 0.058
C 0.373 7.354 3.353 0.0077 0.0853 0.0933 -0.268
H 0.997 -4.070 4.150 0.0639 -0.0372 0.0541 0.027
H 4.104 -0.234 6.308 0.0117 -0.0322 -0.0103 0.054
H -0.674 -1.655 -0.054 0.0832 0.1160 0.0860 0.042
O 0.420 8.881 1.187 0.0257 0.0367 -0.0695 -0.549
C -1.500 -2.284 0.277 -0.3105 -0.2583 -0.1511 -0.063
O -4.110 0.405 -3.725 0.0409 -0.0617 0.0023 -0.552
H 2.755 8.699 2.779 -0.0397 0.0104 -0.0130 0.061
C 2.872 -3.177 -1.093 -0.4444 0.0398 0.3971 -0.089
H -3.178 -0.134 1.279 -0.1605 0.1500 0.1037 0.123
H -2.408 -1.960 -2.248 0.0834 -0.1463 -0.1156 0.058
C 2.194 -0.409 3.202 -0.0645 0.0518 -0.0410 -0.275
H -4.017 -1.377 -1.888 -0.0993 -0.0955 -0.2884 0.063
C 2.681 7.850 2.099 0.0860 0.0443 0.0310 -0.263
H 3.934 0.959 4.997 0.0149 -0.0166 -0.0048 0.055
S 1.853 5.793 -1.971 -0.0763 0.0173 -0.1651 0.803
H -5.616 1.282 -6.084 0.0003 0.0126 0.0271 0.055
H 3.283 -3.577 -2.018 0.1873 0.0485 -0.0507 0.141
C -2.870 -1.720 -0.115 0.1747 -0.0621 -0.2084 -0.371
H 1.357 2.491 -0.943 -0.1873 0.0117 0.0030 0.125
S -3.022 -5.919 -0.963 -0.1124 -0.0970 -0.0543 0.814
```
Forces are in eV/Å.

Calculated values
Spin multiplicity: 1
Energy: -4326.82393 hartree
HOMO level: -0.3722 hartree
Charge: +1
ΔE to the lowest compared entry with this formula, charge and spin: 0.0 kJ/mol



No. 6
Entry from the OMol25 dataset: a molecular structure, C7H13NO (the ωB97M-V functional and the def2-TZVPD basis).

XYZ file:
```
22
Properties=species:S:1:pos:R:3:forces:R:3:lowdin_charge:R:1
H -3.436 -0.434 -0.870 0.7349 0.5432 -0.3598 0.126
H -0.195 1.969 -1.152 -0.2653 0.3935 -1.5512 0.094
H -0.326 0.537 1.471 -0.6714 0.4635 0.5272 0.152
C -0.677 0.681 0.450 0.0556 0.6984 -0.0488 -0.239
H -0.160 -0.373 -1.232 -0.1475 -0.2170 -1.5800 0.142
H 1.555 -0.650 1.219 -0.2522 0.3748 0.6216 0.143
H 2.077 -1.073 -1.472 0.1716 -0.6044 -1.0556 0.058
C 1.414 -0.330 0.195 -1.3663 -3.4963 -0.2069 -0.431
H -0.943 -1.717 1.455 -0.4073 0.4189 -1.3514 0.140
C -1.165 -1.368 0.395 -0.5397 -1.0525 0.2059 -0.046
H 2.279 -2.097 -0.148 0.2137 0.8440 -0.9959 0.092
H 2.098 1.528 0.837 -0.9402 -0.2553 -0.9149 0.135
C 1.524 1.078 -0.048 3.3814 5.2159 0.4925 -0.160
H 0.165 2.735 0.371 -0.1817 1.0466 0.5052 0.088
C -2.008 -0.077 0.284 -0.8829 1.1726 4.6300 -0.391
H -1.597 -2.153 -0.249 0.4235 -0.0758 0.4792 0.113
H 2.328 1.295 -0.828 -1.4714 -0.2594 0.3219 0.135
H -2.768 0.164 1.112 0.9125 -0.5656 -0.7581 0.158
N 2.382 -1.132 -0.526 0.1993 -0.8014 1.0337 0.045
C -0.066 -0.492 -0.190 1.9421 -1.6102 1.2315 -0.292
O -2.605 0.085 -0.909 -1.7394 -0.2822 -2.2816 0.007
C 0.124 1.826 -0.164 0.8306 -1.9514 1.0555 -0.069
```
Forces are in eV/Å.

Calculated values
Spin multiplicity: 1
Energy: -404.41536 hartree
HOMO level: -0.3206 hartree
ΔE to the lowest compared entry with this formula, charge and spin: 294.3 kJ/mol



no.,gap between HOMO and LUMO (Ha)
1,0.3923
2,0.3303
3,0.3175
4,0.3653
5,0.2059
6,0.3521